No. 1
50
Properties=species:S:1:pos:R:3 method="wB97M-V/def2-TZVPD" charge=0 energy_ha=-1275.19152 de_lowest_kcal_mol=20.19 largest_force_ev_per_a=0.9
N -3.2246 -1.5475 -0.6102
H 2.6140 -5.0916 -0.2746
C 0.8560 3.5602 1.3581
H 2.5799 4.3095 -2.0456
H 4.2999 -4.5550 -0.3238
C -2.2286 -0.8631 -0.0030
N 2.9643 -3.0759 0.2595
C -0.8971 -1.4253 0.1033
O 1.6742 1.8389 -1.7817
C 3.0315 2.2163 -1.8074
H 4.2249 3.9948 -1.4132
H -1.2084 -2.7549 -1.5324
C 3.2740 -4.2513 -0.5190
H -2.6601 1.9005 1.8191
C -4.3092 -0.8077 -0.5210
H -7.0908 1.6905 0.0269
H 4.8298 -3.1836 1.1602
C 1.6906 -2.5590 0.2310
O 2.7567 3.8362 -0.0458
H -4.7705 2.2489 0.8092
H 3.1851 -4.0370 -1.5866
H 3.6102 1.5785 -1.1248
H 1.2826 4.3045 2.0110
C -2.7092 0.3720 0.4607
C 1.2740 -1.5793 1.1444
C 3.1819 3.6759 -1.3787
C -0.5015 -2.4232 -0.7880
H 1.0133 -3.7376 -1.4478
N -6.5838 -0.1554 -0.7286
H 3.3766 2.0655 -2.8314
H 3.9922 -1.6518 1.3894
H 3.4871 -3.0847 2.3123
C 1.5565 3.2088 0.2122
C -0.2074 1.6677 -0.3654
C -0.3527 2.9664 1.6519
C -5.6300 -1.0255 -0.9308
N -2.1066 1.4228 1.1229
H -0.8829 3.2434 2.5513
C 3.8556 -2.7338 1.3402
N -4.0276 0.4061 0.1307
H 1.9343 -1.2427 1.9269
C -0.8988 2.0137 0.7896
H -5.8884 -1.9450 -1.4345
C 0.0145 -1.0262 1.0795
H -0.2692 -0.2939 1.8192
C -6.2715 1.0003 -0.1071
C -5.0200 1.3147 0.3290
H -0.5993 0.9454 -1.0606
C 0.7564 -2.9754 -0.7309
C 1.0218 2.2448 -0.6455

=====

No. 2
9
Properties=species:S:1:pos:R:3 method="wB97M-V/def2-TZVPD" charge=-1 energy_ha=-8024.93482 de_lowest_kcal_mol=48.33 largest_force_ev_per_a=3.2
C 0.9545 -0.7568 0.7998
O -0.2152 2.0320 0.4956
Br 2.4117 0.4260 -1.3226
O 0.5887 -1.4268 1.6621
Br -1.6411 -1.4269 -1.2270
C -1.5164 0.1765 -0.1818
Br -3.1509 1.0944 -0.2071
C 0.8735 -0.0329 -0.2599
C -0.3927 0.8756 0.0160

=====

No. 3
67
Properties=species:S:1:pos:R:3 method="wB97M-V/def2-TZVPD" charge=-2 energy_ha=-3998.53672 multiplicity=4 largest_force_ev_per_a=1.4
H -3.2050 4.2716 -3.3586
O 3.6861 -1.3794 0.2449
C -2.5689 -0.3376 3.0150
O 4.8788 0.3337 1.5879
H -0.4000 4.7025 0.6569
N 0.3452 1.4231 -1.6015
C -0.2047 1.1931 -0.3931
Cl -1.4768 -3.4144 4.4802
O -0.2519 -2.5596 1.9138
C 0.8575 2.3857 -4.1854
H 0.2820 2.3778 -1.9083
C -2.2117 5.6333 -2.0438
H -0.2353 2.4607 -4.1588
C -0.1693 -4.2137 3.6031
O 1.4478 -2.8746 -0.2469
H -3.4230 -0.5505 0.1531
H -1.9907 1.3577 -2.9009
S 3.6140 -0.2972 1.3024
C 1.8272 -5.5526 2.2492
H 2.5056 -4.6209 -0.0578
C -1.3970 3.3598 -0.6625
C -0.7191 0.1324 1.6030
H -2.5278 6.5111 -2.5943
H 1.2490 3.2005 -3.5637
H -0.0890 1.1708 4.7590
C 1.7959 -3.9616 0.4364
H 1.1730 2.5893 -5.2099
C 2.5502 -1.0168 -4.1655
H -3.1493 -2.0559 1.0478
V 1.6357 -1.0639 0.0799
C 1.3595 1.0348 -3.7358
H 0.9865 1.0227 2.5123
C -1.9794 -0.4255 1.7612
H 3.1131 -1.6491 -4.8446
C -1.0323 4.6247 -0.2203
C -2.2070 3.2123 -1.7972
H -1.1444 6.7419 -0.5363
Cl 1.9983 -7.5684 4.0972
N -0.0566 0.1169 0.3143
C 1.3165 -4.3547 1.6941
C -2.6609 -1.1676 0.6450
C 0.2659 -3.6084 2.3911
H -1.9458 -1.5023 -0.1030
O 2.8847 -0.8639 2.4472
C 0.3353 -5.3976 4.1317
H -2.3917 0.2777 5.0643
H -2.8687 1.2011 -1.3965
O 2.6254 0.6584 0.6221
C -2.5810 4.3737 -2.4763
C -1.9189 0.2570 4.0892
H 2.6096 -6.0845 1.7188
C -2.7056 1.8648 -2.2491
C 2.3157 -1.4249 -2.8595
H 2.2808 0.5668 -5.6066
H 2.7075 -2.3774 -2.5192
C -1.4428 5.7646 -0.8956
H -0.0514 -5.7950 5.0602
C 1.6114 -0.6431 -1.9329
N -0.9922 2.2406 0.0843
C -0.0359 0.6977 2.6694
C 1.3450 -6.0510 3.4386
H -0.9647 2.3336 1.0896
C 1.1379 0.5597 -2.4343
C 2.0821 0.2215 -4.5959
H -3.6458 1.9751 -2.7905
C -0.6387 0.7626 3.9195
H -3.5400 -0.7993 3.1620

=====

No. 4
18
Properties=species:S:1:pos:R:3 method="wB97M-V/def2-TZVPD" charge=0 energy_ha=-687.14863 de_lowest_kcal_mol=38.10 largest_force_ev_per_a=2.0
H 1.3624 -0.3953 -1.8380
H 1.1637 0.5853 2.4635
H -0.9205 -1.3595 -1.7829
S -0.5822 -1.1051 2.0195
H -0.8434 -0.3777 -3.7518
H -0.9017 1.3589 0.2824
C 0.0871 1.2636 0.7385
H -1.2218 0.3410 -1.4066
H 1.0504 1.7950 -1.1195
H 0.1727 2.2953 1.1169
N 0.7317 -0.3167 -1.0250
H 0.1124 -1.4042 0.9040
O -0.2288 0.0365 -3.1543
C 0.1309 0.5218 2.0876
H 2.0905 0.9401 0.0053
C 1.0766 0.9761 -0.3939
H -0.3890 1.1464 2.8136
C -0.4752 -0.3637 -1.8052

=====

No. 5
11
Properties=species:S:1:pos:R:3 method="wB97M-V/def2-TZVPD" charge=-1 energy_ha=-681.74267 de_lowest_kcal_mol=10.96 largest_force_ev_per_a=4.4
H -0.3615 -0.4118 1.4443
O -0.5603 -2.4945 -2.5840
H 0.3430 2.6116 2.2643
H 2.3160 1.0121 2.1762
N -0.6391 -1.2220 -2.4059
N -1.3228 -0.7227 -0.2094
O -0.4973 -0.3957 -3.3749
Si 0.9709 1.3957 1.7476
N -1.3858 -0.9925 -1.3343
H 0.8241 1.2983 0.2346
O 0.3128 -0.0785 2.0414

=====

No. 6
12
Properties=species:S:1:pos:R:3 method="wB97M-V/def2-TZVPD" charge=0 energy_ha=-1594.46232 de_lowest_kcal_mol=0.00 largest_force_ev_per_a=5.2
N -1.4002 0.9724 1.7882
S -0.4093 -0.4325 1.9342
N -1.5314 1.4283 0.5318
O 0.5194 2.2526 2.9339
C -0.2405 -0.5706 0.0733
O -1.4335 1.7441 4.2348
H 0.7197 -0.4619 -0.4416
C -1.0550 0.6217 -0.3790
Cl -1.6895 3.8699 2.3955
H -0.9351 0.9254 -1.3337
H -0.8129 -1.4618 -0.0176
S -0.8784 2.1257 3.0043

=====

No. 7
17
Properties=species:S:1:pos:R:3 method="wB97M-V/def2-TZVPD" charge=+1 energy_ha=-760.69592 multiplicity=2 de_lowest_kcal_mol=143.95 largest_force_ev_per_a=4.6
H 0.5815 -1.3489 0.5372
H 1.7208 -0.9644 -2.9544
H 0.9816 -3.1790 3.2888
H 3.0498 0.9957 -1.9477
H -0.5371 -0.2954 -0.2035
H 2.8185 1.1352 -0.1838
S 1.4417 -2.1676 2.5349
N 1.0800 -1.0146 -2.1520
C 2.4164 0.7551 -1.1159
H -3.2479 2.4579 0.0976
H -3.8518 0.6624 1.1047
C -3.0303 1.4281 0.3852
C 1.4011 -0.2289 -1.1418
H 0.7854 0.4124 0.7507
O -1.9753 1.0868 0.8648
C 0.5111 -0.3716 0.0503
O -4.1453 0.6368 0.0851

=====

No. 8
106
Properties=species:S:1:pos:R:3 method="wB97M-V/def2-TZVPD" charge=0 energy_ha=-2342.70718 largest_force_ev_per_a=3.9
H -7.8060 -14.1023 -13.3178
O -9.0953 -11.7433 -11.5806
C -17.4018 -9.5564 -16.7500
H -9.3098 -8.7321 -10.0748
H -13.7647 -11.9005 -9.0725
O -7.3585 -12.9209 -11.0561
C -17.5603 -7.7301 -13.6589
O -17.9549 -12.8922 -10.8425
O -17.8656 -10.8736 -11.8615
C -12.0478 -16.4405 -14.0248
C -16.9295 -12.4770 -9.9025
H -14.0781 -16.6492 -13.9742
C -17.9679 -15.9558 -17.5740
C -11.8211 -9.2036 -16.5298
C -11.1214 -15.4017 -17.3929
C -17.0553 -16.2078 -12.8451
H -13.7510 -5.1371 -13.3682
O -12.6021 -7.6604 -14.8149
H -16.6663 -8.9379 -17.3483
H -13.2828 -17.6287 -12.6570
C -12.9517 -8.7030 -15.6887
H -18.8414 -16.6123 -17.5438
H -10.3321 -14.7833 -17.8627
C -10.8178 -13.3917 -8.2908
H -13.4684 -6.3166 -11.9739
C -16.5722 -13.7433 -9.1126
H -9.0185 -11.2765 -9.5912
H -20.0998 -13.0679 -12.1333
C -13.2787 -6.0815 -13.0643
H -13.3331 -13.5573 -11.0693
H -12.1430 -12.0354 -7.2336
H -18.1610 -15.3147 -18.4591
H -11.5142 -10.1792 -16.1284
C -17.2984 -15.2909 -14.0473
H -17.9254 -16.8359 -12.6403
C -14.3487 -12.0512 -14.0770
N -13.1387 -12.6182 -14.3421
O -14.0465 -9.1590 -15.8298
C -13.2588 -17.2578 -13.6838
H -18.3781 -9.2076 -17.1543
H -17.4034 -11.6804 -9.2479
H -15.5245 -10.7899 -12.8894
O -17.2311 -14.0799 -13.9656
H -12.2137 -6.0585 -13.2911
C -13.4592 -10.4942 -12.4988
H -16.2146 -14.5362 -9.8153
H -17.4737 -14.2102 -8.6413
H -13.5431 -9.6838 -11.7801
H -12.0702 -14.9948 -17.6825
H -20.1150 -11.4823 -12.8329
C -11.9519 -12.6466 -8.1104
H -10.9724 -8.4600 -16.2847
H -19.0876 -14.8762 -16.2391
O -17.8982 -7.1639 -15.9693
H -9.1409 -9.1520 -11.8324
N -10.5727 -14.2008 -9.3476
H -9.9628 -13.4077 -7.5604
H -12.1343 -9.2531 -17.6076
H -11.4289 -14.9394 -11.1114
C -8.3445 -12.7582 -11.7670
O -17.6720 -15.9140 -15.1397
C -12.7373 -13.5176 -10.1695
C -11.5516 -14.2586 -10.2683
O -12.1432 -16.0836 -15.3598
H -11.1330 -12.5136 -13.9913
H -11.3989 -14.2252 -15.6665
H -10.1867 -15.5652 -15.3941
H -15.1789 -12.4501 -14.6695
H -11.1166 -16.4010 -17.7949
C -9.4910 -9.5196 -10.8209
C -12.0976 -12.1208 -13.6541
H -16.1748 -11.9833 -10.4945
C -8.7110 -13.6608 -12.8947
H -19.1967 -12.8997 -13.6044
H -16.4676 -7.5759 -13.6543
H -10.5930 -9.5682 -10.8961
H -16.7436 -15.5913 -12.0134
O -17.3087 -9.2814 -15.3723
C -11.0757 -15.2572 -15.8946
C -12.9540 -12.6136 -9.1434
C -14.5117 -11.0870 -13.1248
H -14.2877 -6.5506 -14.9217
H -13.4000 -18.1421 -14.2916
C -12.1818 -11.0084 -12.8301
H -16.0298 -11.2193 -16.7844
H -18.1154 -6.8547 -13.3409
H -7.6884 -10.6193 -10.5064
H -9.1809 -13.1379 -13.7064
C -8.7547 -10.7496 -10.5008
C -19.5054 -12.3978 -12.6969
H -17.1146 -11.2217 -18.1195
H -17.3773 -14.2382 -16.2540
H -17.8152 -8.5816 -13.1430
C -18.3489 -11.9690 -11.7778
H -9.3238 -14.4650 -12.5326
H -15.8306 -13.5187 -8.3328
H -14.3681 -7.9164 -13.6904
C -18.0088 -15.1371 -16.3348
H -17.7418 -11.6665 -16.5695
C -13.7662 -7.1044 -14.1024
H -16.3598 -16.9997 -13.0454
H -16.9877 -16.4822 -17.6440
C -17.0785 -11.0315 -17.0783
O -11.1366 -16.0984 -13.3427
C -17.6719 -7.9921 -15.1192
H -11.3008 -10.8216 -12.2426

=====

No. 9
25
Properties=species:S:1:pos:R:3 method="wB97M-V/def2-TZVPD" charge=-1 energy_ha=-956.22117 largest_force_ev_per_a=3.4
N -1.6984 -2.2041 -1.2753
C 2.3679 -0.3939 0.5736
B -0.3973 -0.2251 0.4713
C 2.9711 -0.5925 -0.9541
H -1.9771 -1.2522 -1.6049
H -1.4670 1.3534 1.7636
F 3.4505 0.3388 1.3310
P -0.6670 -2.0631 0.0060
H 3.7162 0.2801 -1.1905
F 1.0785 2.8065 2.5185
H -1.3032 -2.7315 1.1197
H -2.5474 -0.1578 1.2397
B -2.4085 1.4900 -0.3775
H 1.1058 1.4130 -0.2933
O -3.8921 1.3295 -0.5791
H 1.0378 1.1626 1.5822
H -4.1215 0.3545 -0.4127
H 3.5644 -1.6023 -0.9958
H -1.3123 1.8435 -2.0891
O -1.6916 2.3849 -1.3093
H 0.5904 -2.7417 -0.3218
H 2.0841 -0.5885 -1.7426
C -1.7554 0.6476 0.8743
H 2.2313 -1.4200 1.1191
C 1.0411 0.5683 0.5471

=====

No. 10
118
Properties=species:S:1:pos:R:3 method="wB97M-V/def2-TZVPD" charge=+1 energy_ha=-1978.79363 multiplicity=2 de_lowest_kcal_mol=0.00 largest_force_ev_per_a=4.3
H -3.9846 2.0328 2.2048
O -5.7321 0.1570 0.0743
H -0.0657 3.0790 -1.1531
C 3.6569 -1.1613 2.8376
H 2.1105 -3.3906 1.3083
O 1.4022 -2.0369 3.4616
H -3.5620 -3.6847 0.8339
C -3.2722 -0.7123 5.1789
H 5.5141 -1.1350 -0.8609
H -4.5116 0.0932 6.1951
H -0.7835 6.7744 -2.2077
H 3.0323 1.7053 -2.0122
H 1.6364 1.4501 3.1480
H -3.6018 0.3738 0.2495
H -1.8908 -2.4190 4.9477
H -0.0633 4.3433 1.8667
H 0.8235 -0.7875 -1.0181
C 0.7600 -1.2446 -5.2520
H 1.2618 0.1442 1.2294
C 0.8488 1.0527 -4.2800
H 5.0019 2.5205 -0.3877
O -3.5594 0.0061 6.2802
H 0.4832 3.7636 -2.6085
C 2.3233 2.2881 3.2662
C -4.8851 -2.4905 -2.3293
H -1.2666 0.0944 -1.6655
H 3.8063 -3.7387 1.7971
H 3.8785 0.1942 -2.5626
H 0.4530 0.8836 -0.9078
H -0.3762 0.5405 1.3711
C 2.7836 -3.5878 2.1426
C 4.3106 0.7518 -0.5491
C -2.4623 0.1652 4.2252
H -5.7540 2.0456 1.7040
C 0.4790 5.2879 -1.0346
O 0.0953 -1.6110 1.2627
O 1.8133 2.9764 1.1160
H 0.6674 6.5239 -2.9199
H -4.1981 -2.9056 -3.0667
H 4.6786 -1.4453 2.5854
H -1.0928 4.3413 -1.9829
C 0.2975 3.6582 2.6339
H 0.5205 -5.7417 -2.6404
H -6.5406 0.6688 0.1518
H -5.5774 -1.8532 0.1324
H -5.9047 -2.3573 -2.6910
H 5.7928 -0.4579 0.5909
C 3.9493 1.1167 -1.9863
H 3.0408 -2.8371 4.0853
C -2.4382 -1.8212 5.6764
C 0.9388 0.2466 -5.6287
H -1.5212 0.4834 4.6738
H -0.0065 4.0303 3.6122
C -4.8166 -3.2047 -0.9563
H 2.3532 -4.4685 2.6194
H 3.3970 -2.4981 -2.2609
H -0.5667 -1.9669 0.6655
H -3.2180 -2.5018 6.0180
H 1.7479 0.3384 -6.3532
C 2.6936 -2.3574 3.1701
H 3.4380 -3.7951 -1.0808
H -4.5094 -1.4987 -2.0778
H 0.8223 -1.4942 -4.1928
C 0.1575 -0.0883 -0.5125
H 1.2254 -3.2145 -3.1617
H 1.8475 -5.2398 -3.7915
O 1.7723 5.0752 -0.8122
H -5.0500 -4.2413 -1.1995
H 1.5458 -1.7018 -5.8533
H 3.5003 0.2532 -0.0172
H -3.9751 2.8150 -0.4767
H -0.2431 2.7185 2.5208
C -4.6100 1.9945 -0.8109
O -5.9139 -2.7348 -0.0441
C 5.5174 -0.1405 -0.4149
O 4.4349 1.9705 0.1579
H -3.0871 1.0399 4.0448
H 0.0445 0.8030 -3.5879
H 3.8905 -0.5687 3.7221
H 2.1701 -5.8951 -2.1558
H 1.3723 -4.1130 -0.5637
H 2.3793 4.3358 2.5400
C -3.5276 -3.1700 -0.1263
H 1.7199 4.2256 -0.3682
H -4.2475 1.7763 -1.8154
O -1.1772 -0.3276 -0.8079
C 3.2150 -3.5639 -2.1224
H 0.7352 2.1200 -4.4699
O 1.0178 -3.4869 -1.1993
H -4.9742 0.7050 2.3889
C 0.2315 6.4991 -1.9211
C 0.2746 -0.2308 0.9591
H -4.2210 -1.1936 4.9420
C 1.6789 -3.7883 -2.3535
H 3.7805 -4.2011 -2.8024
H 2.4115 2.5799 4.3127
H 6.3461 0.3714 -0.9041
H 1.7233 0.8397 -3.6652
H 0.7246 7.3347 -1.4244
H -5.6023 2.4396 -0.8835
H 0.1054 5.3572 -0.0129
H 3.3436 2.0542 2.9621
C 1.5012 -5.2810 -2.7588
H 4.8132 1.6945 -2.3149
C -4.7980 1.5222 1.6893
H 3.3444 -0.5119 2.0198
H 2.6677 2.8933 0.6861
H -3.2443 -2.1175 -0.1172
O -0.2854 0.6071 -6.2308
H 1.0123 -2.0626 2.5848
C -4.5504 0.9102 0.2734
H -2.2819 -0.4257 3.3272
H -2.8190 -3.8690 -0.5706
C -0.0886 4.0130 -1.7147
H -0.3717 0.0733 -7.0240
H -1.6975 -1.5424 6.4259
C 1.7930 3.4267 2.4063
H -0.1822 -1.6651 -5.6034

=====

No. 11
17
Properties=species:S:1:pos:R:3 method="wB97M-V/def2-TZVPD" charge=0 energy_ha=-339.32245 de_lowest_kcal_mol=3.45 largest_force_ev_per_a=0.6
H -0.4774 3.2652 0.1148
H -1.4071 -1.1983 -1.6253
H 0.5367 3.7519 -1.3730
H 2.1403 2.0381 -0.8919
N -0.1472 -1.2509 1.2257
C 1.2988 2.1799 -0.2210
C 0.3877 3.1105 -0.5188
H -0.0060 -1.9579 1.9344
N 1.2834 1.3392 0.8812
H -1.4145 -3.4881 0.9289
H -0.3176 -0.1305 -0.9111
N -0.6029 -1.0912 -1.0314
C -0.5961 -1.7936 0.1544
N -1.0998 -3.0788 0.0646
H 1.7646 0.4614 0.7599
H 0.3564 1.1379 1.2261
H -1.6991 -3.2949 -0.7175

=====

No. 12
28
Properties=species:S:1:pos:R:3 method="wB97M-V/def2-TZVPD" charge=0 energy_ha=-1850.82521 largest_force_ev_per_a=2.4
H -2.9930 -0.9162 -1.5698
H 2.2955 -2.9769 -3.8902
C -1.5663 3.5677 1.6154
C 0.4143 2.9567 2.9430
C 1.2091 -0.8560 -1.4958
H 2.1142 -0.4965 -3.3723
H -0.5552 4.8863 2.9963
C 1.7805 -1.2571 -2.6865
S -2.7575 1.6035 -0.0421
C 1.4980 -3.5668 -1.9575
H 1.1187 0.2263 -1.3012
H -2.3052 4.2944 1.3165
N -2.2835 -1.0256 -0.8830
C 1.8563 -2.6266 -2.9606
C 0.9650 -3.1527 -0.7309
C -0.5624 3.8985 2.5376
C -1.9009 0.0834 -0.1086
H -1.5421 -1.7013 -1.1233
C -0.8171 0.0150 0.7603
S 0.2811 -1.3207 1.1236
C 0.3401 1.6642 2.4103
C -0.6193 1.3223 1.4467
Cl 1.7447 -5.2705 -2.1449
H 0.8511 -3.8610 0.0797
C -1.5607 2.2747 1.0637
C 0.7929 -1.8024 -0.5117
H 1.1958 3.1620 3.6631
H 1.0059 0.8754 2.8221

=====

No. 13
9
Properties=species:S:1:pos:R:3 method="wB97M-V/def2-TZVPD" charge=0 energy_ha=-829.18255 de_lowest_kcal_mol=25.31 largest_force_ev_per_a=7.3
C 1.1850 0.2321 0.1193
I 3.2970 0.1417 0.1422
H -1.7412 -1.5834 -0.4138
S 0.3051 -1.2107 0.5646
H -1.8185 -0.4651 1.1052
H -1.0794 0.2606 -0.4280
N 0.3976 1.2671 -0.3996
H 0.8600 2.0224 -0.7793
C -1.4056 -0.6647 0.0896